Below is C31H68FN3O9P3S as an isolated structure in a non-equilibrium geometry, with properties calculated with ωB97M-V/def2-TZVPD.

The highest occupied orbital energy comes out at -4.1 eV. Its charge is -1. The value obtained for the orbital gap is 5.80 eV. The calculation puts the LUMO energy at 1.7 eV. The value obtained for the calculated total energy is -3585.4280 a.u.

CARTESIAN COORDINATES (ANGSTROEM)
C: -0.092 6.501 6.254
C: 0.149 6.247 4.776
N: 0.029 4.827 4.481
P: -0.080 4.241 2.803
F: 0.516 5.702 2.228
C: 1.759 3.546 2.710
C: 1.889 2.152 2.279
O: 2.237 1.211 2.973
C: -0.791 2.572 3.364
C: -0.288 1.910 4.653
C: -1.217 2.180 5.824
C: -2.616 1.563 5.691
N: -2.648 0.365 4.837
C: -3.985 -0.054 4.604
C: -4.692 0.546 3.418
O: -4.531 -0.839 5.345
P: -0.384 3.767 0.511
N: -0.871 5.032 -0.321
P: -2.254 5.095 2.761
S: -3.597 4.106 1.697
H: 0.708 6.082 6.857
H: -1.012 6.013 6.562
H: -0.184 7.562 6.463
H: 1.136 6.631 4.521
H: -0.587 6.805 4.210
H: 0.779 4.357 4.969
H: 2.322 3.662 3.631
H: 2.236 4.167 1.956
H: 1.605 1.937 1.239
H: -0.740 1.877 2.528
H: -1.857 2.735 3.512
H: -0.245 0.836 4.494
H: 0.728 2.180 4.917
H: -1.352 3.252 5.914
H: -0.746 1.853 6.748
H: -2.975 1.259 6.667
H: -3.311 2.326 5.328
H: -2.253 0.607 3.935
H: -4.967 -0.247 2.732
H: -4.086 1.272 2.888
H: -5.589 1.045 3.762
H: 0.857 3.332 0.002
H: -1.212 2.636 0.375
H: -0.176 5.276 -1.014
H: -2.219 6.450 2.410
H: -2.628 5.168 4.116
C: -1.643 0.688 -4.092
C: -1.908 0.974 -2.633
O: -1.901 2.109 -2.218
C: -2.154 -0.208 -1.724
H: -1.491 1.624 -4.615
H: -0.753 0.070 -4.200
H: -2.483 0.152 -4.541
H: -1.299 -0.889 -1.738
H: -3.027 -0.767 -2.066
H: -2.323 0.146 -0.710
C: 2.055 -1.792 3.432
C: 1.864 -3.231 3.049
O: 1.004 -3.568 2.267
C: 2.796 -4.245 3.675
H: 1.339 -1.169 2.907
H: 1.922 -1.661 4.507
H: 3.061 -1.455 3.178
H: 2.700 -4.216 4.762
H: 3.831 -4.003 3.426
H: 2.561 -5.244 3.314
C: 1.519 -5.893 0.070
C: 2.830 -6.603 -0.130
O: 3.245 -7.440 0.638
C: 3.594 -6.225 -1.377
H: 1.042 -6.234 0.985
H: 1.679 -4.817 0.139
H: 0.870 -6.097 -0.785
H: 3.850 -5.164 -1.375
H: 2.965 -6.418 -2.248
H: 4.508 -6.812 -1.443
C: 1.170 -8.558 -5.259
C: 1.140 -8.337 -3.765
O: 0.514 -7.429 -3.271
C: 1.938 -9.299 -2.918
H: 0.565 -7.803 -5.753
H: 2.196 -8.500 -5.624
H: 0.785 -9.550 -5.498
H: 2.992 -9.254 -3.195
H: 1.587 -10.321 -3.063
H: 1.827 -9.025 -1.872
C: -1.516 -3.292 0.107
C: -1.486 -3.125 -1.391
O: -1.252 -2.062 -1.919
C: -1.772 -4.360 -2.217
H: -1.298 -2.343 0.589
H: -2.501 -3.642 0.420
H: -0.774 -4.023 0.427
H: -2.763 -4.749 -1.974
H: -1.046 -5.144 -1.999
H: -1.726 -4.114 -3.274
C: 2.030 2.188 -7.501
C: 1.292 0.946 -7.064
O: 0.552 0.951 -6.111
C: 1.522 -0.309 -7.877
H: 1.789 3.022 -6.845
H: 3.107 2.007 -7.477
H: 1.758 2.441 -8.528
H: 2.581 -0.572 -7.864
H: 1.232 -0.140 -8.915
H: 0.939 -1.127 -7.462
C: 0.331 6.692 -4.324
C: 0.620 5.297 -4.825
O: 1.497 5.088 -5.637
C: -0.235 4.200 -4.259
H: 1.007 7.403 -4.796
H: -0.702 6.961 -4.548
H: 0.451 6.731 -3.240
H: -1.286 4.386 -4.487
H: -0.149 4.163 -3.172
H: 0.066 3.243 -4.680

Results of the Löwdin charge analysis, in e, for atoms 1 through 6: -0.108, -0.359, -0.215, 0.394, -0.365, -0.241

=====

Below is C31H69Ge2P2RuSi4 as an isolated structure in a non-equilibrium geometry, with properties calculated with ωB97M-V/def2-TZVPD.

The highest occupied orbital energy (spin up / spin down) comes out at -12.2 / -13.3 eV. Its charge is +2. The value obtained for the orbital gap (spin up / spin down) is 6.45 / 4.75 eV. As for the spin multiplicity: 6. The calculation puts the LUMO energy (spin up / spin down) at -5.7 / -8.5 eV. The value obtained for the calculated total energy is -7311.3122 a.u.

CARTESIAN COORDINATES (ANGSTROEM)
Ru: 0.158 -0.440 -0.740
C: -2.629 -2.756 2.656
C: -2.034 -2.120 1.409
Ge: -0.093 -2.337 1.272
C: 0.357 -4.235 0.876
C: 1.272 -4.987 1.807
C: 1.165 -1.916 2.780
C: 2.067 -0.865 2.525
Ge: 2.266 -0.576 0.504
C: 2.996 1.052 -0.277
C: 4.114 1.851 0.554
C: 3.492 -2.060 0.229
C: 4.940 -1.689 0.482
C: 2.935 -0.446 3.549
C: 3.585 0.852 3.538
C: 4.689 1.107 4.295
C: 5.173 0.133 5.181
C: 4.459 -1.038 5.349
C: 3.407 -1.384 4.507
H: -3.517 -2.227 3.039
H: -1.927 -2.650 3.450
H: -2.899 -3.788 2.368
H: -2.313 -1.099 1.245
H: -2.400 -2.651 0.547
H: 0.713 -4.467 -0.129
H: -0.667 -4.579 0.857
H: 2.310 -4.634 1.785
H: 1.301 -6.023 1.500
H: 0.852 -5.083 2.839
H: 1.041 -2.400 3.710
H: 2.122 1.690 -0.329
H: 3.228 0.771 -1.327
H: 3.506 2.449 1.269
H: 4.651 2.505 -0.156
H: 4.709 1.186 1.107
H: 3.311 -2.343 -0.782
H: 3.258 -2.953 0.818
H: 5.050 -0.694 0.083
H: 5.614 -2.382 -0.055
H: 5.138 -1.624 1.587
H: 3.202 1.664 2.900
H: 5.168 2.113 4.176
H: 6.121 0.317 5.724
H: 4.966 -1.879 5.910
H: 3.125 -2.480 4.466
C: 2.846 -1.431 -3.381
P: 1.372 -0.385 -3.070
C: 1.960 1.213 -3.751
C: 0.185 -0.861 -4.322
C: -1.152 -1.378 -3.679
P: -1.213 -2.108 -2.004
C: -3.005 -2.441 -2.062
C: -0.450 -3.686 -2.364
H: 3.683 -1.182 -2.780
H: 3.078 -1.360 -4.413
H: 2.550 -2.470 -3.152
H: 2.788 1.571 -3.076
H: 1.125 1.892 -3.858
H: 2.448 1.069 -4.729
H: 0.688 -1.613 -4.905
H: -0.026 0.030 -4.976
H: -1.752 -2.074 -4.308
H: -1.735 -0.491 -3.541
H: -3.200 -3.285 -2.678
H: -3.667 -1.585 -2.317
H: -3.273 -2.667 -1.035
H: -1.032 -4.245 -3.127
H: -0.318 -4.232 -1.460
H: 0.570 -3.514 -2.761
C: -2.666 4.558 -1.818
Si: -1.503 3.041 -2.064
C: 0.233 3.800 -1.969
C: -1.733 2.233 -3.739
Si: -1.956 1.530 -0.254
Si: -1.374 2.382 1.802
C: -2.269 4.042 2.028
C: -1.801 1.312 3.299
C: 0.473 2.825 1.786
Si: -4.331 1.195 -0.375
C: -4.837 0.925 -2.212
C: -5.134 2.842 0.101
C: -4.846 -0.394 0.566
H: -2.484 5.294 -2.623
H: -2.750 5.065 -0.881
H: -3.698 4.211 -2.060
H: 0.253 4.510 -2.774
H: 1.065 3.113 -2.043
H: 0.325 4.404 -1.102
H: -2.709 1.896 -4.021
H: -1.062 1.314 -3.754
H: -1.282 2.786 -4.559
H: -1.656 4.752 2.533
H: -3.151 4.080 2.623
H: -2.591 4.431 1.126
H: -2.874 1.190 3.382
H: -1.512 1.783 4.299
H: -1.399 0.328 3.307
H: 0.673 3.493 0.963
H: 1.150 1.963 1.562
H: 0.625 3.337 2.692
H: -5.088 1.886 -2.625
H: -5.718 0.369 -2.420
H: -3.968 0.672 -2.861
H: -4.752 3.015 1.104
H: -6.247 2.855 0.157
H: -4.875 3.540 -0.635
H: -4.522 -1.282 -0.063
H: -5.911 -0.418 0.579
H: -4.547 -0.521 1.593

Results of the Löwdin charge analysis, in e, for atoms 1 through 6: 0.397, -0.134, -0.418, 0.896, -0.369, -0.162

=====

Below is a 5-piece molecular cluster, C31H71BClN4O13P overall, with properties calculated with ωB97M-V/def2-TZVPD.

The highest occupied orbital energy comes out at -8.4 eV. Its charge is 0. The value obtained for the orbital gap is 8.38 eV. The calculation puts the LUMO energy at -0.1 eV. The value obtained for the calculated total energy is -3247.1666 a.u. As for the SMILES: C=CC[C@@]1(B(C)O)OC(=O)O[C@@H]1P(O)Cl.COCCNCCOC.COCCNCCOC.COCCNCCOC.COCCNCCOC.

CARTESIAN COORDINATES (ANGSTROEM)
C: 1.553 3.005 -0.348
C: 2.728 3.531 -0.688
C: 3.119 3.664 -2.144
C: 4.451 4.356 -2.417
B: 4.558 5.107 -3.835
C: 3.593 4.889 -5.048
O: 5.606 5.999 -3.953
O: 4.679 5.386 -1.407
C: 5.704 5.042 -0.623
O: 5.896 5.427 0.472
O: 6.510 4.170 -1.301
C: 5.624 3.385 -2.110
P: 6.698 2.833 -3.501
O: 5.538 2.068 -4.358
Cl: 7.566 1.278 -2.496
H: 1.348 2.692 0.666
H: 0.775 2.836 -1.085
H: 3.404 3.840 0.099
H: 2.322 4.206 -2.653
H: 3.155 2.652 -2.549
H: 3.971 4.120 -5.725
H: 2.580 4.598 -4.781
H: 3.535 5.820 -5.611
H: 6.262 5.696 -4.593
H: 5.242 2.573 -1.485
H: 5.704 2.215 -5.297
C: 0.452 0.278 1.384
O: 0.488 1.247 2.410
C: -0.780 1.825 2.703
C: -1.340 1.332 4.017
N: -1.730 -0.070 3.927
C: -2.070 -0.702 5.197
C: -0.997 -0.793 6.275
O: 0.073 -1.667 5.967
C: 1.103 -1.119 5.168
H: 1.480 0.068 1.087
H: -0.001 -0.662 1.722
H: -0.094 0.642 0.508
H: -1.486 1.634 1.888
H: -0.629 2.906 2.768
H: -2.223 1.926 4.269
H: -0.582 1.514 4.790
H: -0.979 -0.592 3.496
H: -2.394 -1.721 4.972
H: -2.938 -0.181 5.615
H: -1.471 -1.214 7.164
H: -0.610 0.192 6.564
H: 1.250 -0.055 5.369
H: 0.911 -1.260 4.099
H: 2.023 -1.650 5.412
C: 0.919 -0.749 -2.438
O: 0.071 0.383 -2.534
C: -0.175 0.846 -3.853
C: -1.620 0.576 -4.211
N: -1.887 -0.845 -4.384
C: -3.308 -1.185 -4.387
C: -4.096 -0.904 -3.109
O: -3.744 -1.740 -2.018
C: -2.591 -1.340 -1.299
H: 1.166 -0.888 -1.387
H: 0.420 -1.658 -2.792
H: 1.844 -0.604 -3.001
H: 0.524 0.411 -4.573
H: -0.024 1.930 -3.851
H: -1.879 1.096 -5.138
H: -2.218 1.019 -3.403
H: -1.445 -1.367 -3.640
H: -3.393 -2.254 -4.592
H: -3.785 -0.663 -5.223
H: -5.147 -1.121 -3.315
H: -4.053 0.152 -2.813
H: -2.479 -0.253 -1.270
H: -1.686 -1.791 -1.713
H: -2.691 -1.704 -0.275
C: -9.660 0.434 1.805
O: -8.792 -0.654 1.566
C: -8.139 -0.631 0.303
C: -6.661 -0.345 0.440
N: -6.409 1.028 0.862
C: -5.031 1.288 1.277
C: -4.467 0.507 2.461
O: -5.047 0.831 3.710
C: -6.256 0.166 4.018
H: -10.235 0.198 2.699
H: -9.117 1.369 1.982
H: -10.352 0.581 0.971
H: -8.617 0.086 -0.371
H: -8.255 -1.628 -0.131
H: -6.173 -0.517 -0.525
H: -6.252 -1.072 1.154
H: -7.020 1.251 1.636
H: -4.966 2.351 1.522
H: -4.373 1.122 0.416
H: -3.411 0.775 2.556
H: -4.492 -0.577 2.299
H: -6.280 -0.844 3.601
H: -7.131 0.721 3.666
H: -6.323 0.096 5.103
C: 2.949 -4.708 2.475
O: 4.326 -4.476 2.257
C: 5.013 -5.525 1.587
C: 5.406 -5.125 0.183
N: 4.242 -5.004 -0.684
C: 4.500 -4.392 -1.984
C: 5.021 -2.960 -2.024
O: 4.093 -1.988 -1.582
C: 4.021 -1.803 -0.181
H: 2.596 -3.938 3.158
H: 2.364 -4.643 1.550
H: 2.778 -5.686 2.932
H: 4.414 -6.440 1.581
H: 5.925 -5.725 2.156
H: 6.075 -5.887 -0.229
H: 5.976 -4.188 0.258
H: 3.533 -4.464 -0.207
H: 3.559 -4.413 -2.539
H: 5.203 -5.029 -2.530
H: 5.224 -2.721 -3.070
H: 5.972 -2.844 -1.489
H: 4.990 -1.957 0.300
H: 3.278 -2.460 0.283
H: 3.705 -0.774 -0.004

Results of the Löwdin charge analysis, in e, for atoms 1 through 6: 0.027, -0.125, -0.118, -0.293, -0.454, 0.021

=====

Below is C31H71CaF6N5O13S2 as an isolated structure in a non-equilibrium geometry, with properties calculated with ωB97M-V/def2-TZVPD.

The highest occupied orbital energy comes out at -8.9 eV. Its charge is 0. The value obtained for the orbital gap is 9.30 eV. The calculation puts the LUMO energy at 0.4 eV. The value obtained for the calculated total energy is -4548.9135 a.u.

CARTESIAN COORDINATES (ANGSTROEM)
Ca: -1.027 1.917 1.559
C: 3.455 0.893 1.912
F: 3.344 1.838 2.871
F: 3.717 1.600 0.777
F: 4.605 0.261 2.224
S: 2.062 -0.189 1.607
O: 1.124 0.822 1.183
O: 2.596 -1.049 0.580
O: 1.841 -0.842 2.856
C: -2.140 6.252 0.666
F: -1.041 6.522 1.393
F: -2.902 7.361 0.792
F: -1.729 6.082 -0.597
S: -2.969 4.792 1.417
O: -3.774 5.305 2.507
O: -3.646 4.224 0.278
O: -1.750 4.060 1.785
C: 1.466 -3.916 1.381
O: 0.118 -4.081 0.910
C: -0.768 -3.082 1.407
C: -2.172 -3.547 1.070
N: -3.161 -2.760 1.840
C: -3.263 -3.304 3.236
C: -4.366 -2.662 4.024
O: -4.042 -1.348 4.444
C: -5.127 -0.695 5.040
H: 1.909 -3.089 0.856
H: 1.951 -4.846 1.115
H: 1.518 -3.680 2.441
H: -0.529 -2.048 0.950
H: -0.642 -2.850 2.470
H: -2.256 -4.616 1.355
H: -2.289 -3.381 0.013
H: -4.071 -2.906 1.411
H: -2.382 -2.990 3.808
H: -3.471 -4.384 3.328
H: -4.534 -3.243 4.939
H: -5.326 -2.557 3.462
H: -4.802 0.358 5.258
H: -5.384 -1.226 5.979
H: -6.036 -0.676 4.429
C: 0.755 3.908 -0.508
O: -0.451 3.078 -0.506
C: -0.497 2.282 -1.683
C: -1.742 1.461 -1.707
N: -1.645 0.513 -0.545
C: -2.877 -0.289 -0.251
C: -3.999 0.478 0.364
O: -3.526 1.327 1.460
C: -4.625 1.812 2.184
H: 0.894 4.441 0.449
H: 0.616 4.660 -1.297
H: 1.661 3.302 -0.678
H: 0.335 1.565 -1.606
H: -0.435 2.889 -2.592
H: -1.794 0.903 -2.645
H: -2.676 2.040 -1.645
H: -0.924 -0.145 -0.822
H: -2.622 -1.152 0.378
H: -3.282 -0.676 -1.197
H: -4.790 -0.240 0.705
H: -4.476 1.083 -0.409
H: -4.333 2.471 3.021
H: -5.252 1.003 2.561
H: -5.249 2.439 1.514
C: -0.883 -2.053 -3.508
C: -0.076 -2.254 -2.235
C: 0.805 -3.502 -2.341
O: -0.066 -4.556 -2.614
C: 0.631 -5.812 -2.782
N: 0.706 -1.069 -1.976
H: -1.334 -2.960 -3.870
H: -0.267 -1.612 -4.283
H: -1.629 -1.305 -3.307
H: -0.820 -2.325 -1.437
H: 1.337 -3.643 -1.357
H: 1.616 -3.438 -3.094
H: 1.079 -6.163 -1.816
H: 1.419 -5.559 -3.493
H: -0.116 -6.487 -3.212
H: 1.256 -1.139 -1.139
H: 1.406 -0.903 -2.687
C: -0.861 -0.753 5.653
C: -1.154 0.352 4.691
C: -0.084 1.466 4.790
O: -0.336 2.481 3.775
C: -0.046 3.763 4.270
N: -1.176 -0.144 3.327
H: -0.969 -0.442 6.697
H: 0.174 -1.086 5.518
H: -1.445 -1.633 5.430
H: -2.138 0.801 4.835
H: 0.858 0.956 4.647
H: -0.039 1.868 5.775
H: -0.428 4.501 3.582
H: 1.036 3.954 4.465
H: -0.578 3.880 5.237
H: -0.296 -0.646 3.145
H: -1.938 -0.760 3.012
C: 1.264 1.092 -4.944
C: 2.762 1.175 -4.588
C: 2.977 2.145 -3.406
C: 4.291 1.954 -2.574
C: 4.435 0.509 -2.168
C: 4.308 -0.499 -3.330
N: 3.110 -0.234 -4.123
O: 3.088 -1.059 -5.284
C: 5.604 -0.587 -4.141
C: 4.154 -1.899 -2.753
C: 3.610 1.730 -5.778
H: 0.729 0.636 -4.064
H: 1.045 0.630 -5.899
H: 0.935 2.148 -4.964
H: 2.840 3.143 -3.738
H: 2.163 2.088 -2.693
H: 4.260 2.521 -1.626
H: 5.160 2.269 -3.177
H: 3.615 0.288 -1.455
H: 5.375 0.408 -1.636
H: 5.680 0.328 -4.742
H: 6.457 -0.572 -3.492
H: 5.517 -1.473 -4.749
H: 3.456 -2.114 -1.939
H: 3.953 -2.561 -3.602
H: 5.072 -2.278 -2.383
H: 3.285 2.733 -6.073
H: 3.617 1.058 -6.609
H: 4.644 1.881 -5.489
H: 3.780 -0.716 -5.804

Results of the Löwdin charge analysis, in e, for atoms 1 through 6: 1.470, -0.627, 0.116, 0.086, 0.123, 0.448